Density functional theory data (wB97M-V/def2-TZVPD) for a 4-piece molecular cluster, C41H70N3O10 overall.

* HOMO (alpha / beta): -8.432 / -9.154 eV
* net charge: 0
* spin multiplicity: 4
* maximum force: 2.0 eV/A

Last column: Löwdin charge in e.
CARTESIAN COORDINATES (ANGSTROEM)
C  1.166  -0.801  1.968  0.040
C  0.364  0.430  2.239  -0.530
O  -0.832  0.435  2.303  0.125
O  1.121  1.535  2.393  -0.010
C  0.605  2.696  1.725  -0.174
C  1.498  3.872  2.033  -0.159
C  2.964  3.629  1.700  -0.149
C  3.283  3.817  0.219  -0.130
O  3.992  2.702  -0.342  0.077
C  3.231  1.700  -0.705  -0.562
O  2.055  1.688  -0.884  0.167
O  4.035  0.598  -0.799  0.098
O  3.493  -0.235  -1.814  0.029
C  2.977  -1.388  -1.196  -0.415
O  3.663  -2.074  -0.525  0.182
C  1.562  -1.631  -1.499  -0.146
C  0.846  -2.517  -0.692  -0.029
C  -0.499  -2.723  -0.955  -0.055
C  -1.135  -2.075  -2.012  -0.047
C  -0.417  -1.211  -2.833  -0.047
C  0.927  -0.988  -2.567  -0.003
H  1.784  -0.634  1.090  0.070
H  0.498  -1.621  1.751  0.076
H  1.814  -1.048  2.804  0.097
H  -0.400  2.905  2.081  0.124
H  0.550  2.494  0.656  0.117
H  1.101  4.741  1.514  0.121
H  1.444  4.054  3.104  0.115
H  3.294  2.659  2.057  0.122
H  3.533  4.362  2.264  0.101
H  3.967  4.651  0.124  0.126
H  2.402  4.080  -0.356  0.127
H  1.342  -3.000  0.133  0.116
H  -1.062  -3.402  -0.335  0.094
H  -2.185  -2.232  -2.196  0.090
H  -0.876  -0.703  -3.664  0.088
H  1.503  -0.315  -3.178  0.116
C  -5.491  2.873  -4.960  -0.034
C  -4.216  3.031  -4.104  -0.493
C  -3.749  4.486  -4.131  -0.134
C  -3.127  4.897  -5.465  -0.173
C  -2.012  3.932  -5.864  -0.133
C  -2.439  2.463  -5.852  -0.495
N  -3.137  2.113  -4.579  -0.085
O  -2.269  1.927  -3.639  -0.022
C  -3.341  2.167  -7.066  -0.034
C  -1.211  1.578  -6.029  -0.046
C  -4.622  2.652  -2.683  -0.044
H  -6.365  3.188  -4.391  0.083
H  -5.487  3.482  -5.863  0.061
H  -5.645  1.832  -5.246  0.091
H  -3.010  4.642  -3.338  0.126
H  -4.595  5.136  -3.898  0.126
H  -3.889  4.945  -6.247  0.101
H  -2.719  5.906  -5.378  0.112
H  -1.641  4.184  -6.860  0.124
H  -1.170  4.066  -5.178  0.125
H  -3.768  1.166  -6.994  0.092
H  -2.752  2.211  -7.982  0.086
H  -4.154  2.877  -7.194  0.059
H  -0.444  1.784  -5.284  0.079
H  -0.773  1.759  -7.010  0.087
H  -1.476  0.521  -5.965  0.087
H  -4.943  1.611  -2.633  0.093
H  -5.454  3.281  -2.368  0.086
H  -3.814  2.796  -1.969  0.080
C  4.587  1.904  8.322  -0.033
C  4.562  1.952  6.779  -0.490
C  5.925  1.540  6.224  -0.132
C  7.006  2.601  6.426  -0.172
C  6.551  3.951  5.875  -0.133
C  5.190  4.403  6.406  -0.494
N  4.175  3.312  6.294  -0.082
O  3.739  3.238  5.080  -0.026
C  5.323  4.872  7.868  -0.033
C  4.723  5.626  5.625  -0.043
C  3.508  0.937  6.350  -0.043
H  4.442  0.881  8.667  0.083
H  5.531  2.234  8.752  0.061
H  3.784  2.508  8.747  0.091
H  5.832  1.335  5.153  0.126
H  6.231  0.603  6.694  0.126
H  7.269  2.689  7.483  0.102
H  7.918  2.290  5.914  0.113
H  7.293  4.718  6.107  0.124
H  6.506  3.886  4.783  0.124
H  4.342  5.061  8.304  0.093
H  5.888  5.804  7.906  0.085
H  5.853  4.171  8.508  0.059
H  4.701  5.445  4.552  0.070
H  5.409  6.453  5.806  0.087
H  3.726  5.936  5.941  0.093
H  2.520  1.218  6.718  0.095
H  3.761  -0.039  6.763  0.086
H  3.453  0.830  5.268  0.076
C  -2.805  -8.673  -2.702  -0.033
C  -2.562  -7.693  -1.533  -0.491
C  -3.434  -8.082  -0.339  -0.134
C  -4.914  -7.765  -0.544  -0.173
C  -5.107  -6.301  -0.938  -0.132
C  -4.252  -5.871  -2.132  -0.492
N  -2.827  -6.284  -1.954  -0.077
O  -2.224  -5.463  -1.158  -0.029
C  -4.830  -6.459  -3.433  -0.033
C  -4.337  -4.358  -2.294  -0.048
C  -1.091  -7.849  -1.162  -0.044
H  -2.229  -9.585  -2.551  0.083
H  -3.842  -8.985  -2.798  0.061
H  -2.485  -8.239  -3.650  0.092
H  -3.082  -7.553  0.552  0.126
H  -3.306  -9.148  -0.138  0.126
H  -5.350  -8.425  -1.299  0.102
H  -5.458  -7.965  0.381  0.113
H  -6.158  -6.114  -1.170  0.125
H  -4.864  -5.672  -0.077  0.126
H  -4.154  -6.281  -4.270  0.093
H  -5.779  -5.977  -3.666  0.086
H  -5.035  -7.525  -3.381  0.059
H  -4.061  -3.830  -1.383  0.078
H  -5.362  -4.078  -2.537  0.088
H  -3.690  -4.014  -3.102  0.088
H  -0.445  -7.559  -1.992  0.095
H  -0.890  -8.892  -0.921  0.086
H  -0.818  -7.254  -0.293  0.079

***

Density functional theory data (wB97M-V/def2-TZVPD) for C38H26N4NaO9P as an isolated structure.

* HOMO: -1.300 eV
* energy above the lowest of the compared OMol25 structures with the same formula, charge and spin: 0.0 kcal/mol
* net charge: -2
* maximum force: 1.7 eV/A

Last column: Löwdin charge in e.
CARTESIAN COORDINATES (ANGSTROEM)
Na  -0.085  1.071  -1.005  0.269
C  1.489  -5.273  4.409  -0.115
C  0.186  -4.961  4.046  -0.102
C  -0.103  -3.719  3.500  -0.112
C  0.900  -2.769  3.290  -0.357
C  2.200  -3.096  3.660  -0.097
C  2.494  -4.335  4.216  -0.099
P  0.339  -1.187  2.493  1.139
C  1.812  -0.139  2.805  -0.379
C  2.149  0.117  4.135  -0.124
C  3.205  0.955  4.458  -0.102
C  3.935  1.572  3.447  -0.102
C  3.593  1.344  2.122  -0.076
C  2.540  0.496  1.804  -0.104
C  0.648  -1.675  0.746  -0.291
C  1.912  -1.992  0.257  -0.095
C  2.099  -2.374  -1.062  -0.074
C  1.013  -2.436  -1.922  -0.065
C  -0.256  -2.168  -1.436  -0.004
C  -0.439  -1.808  -0.107  -0.249
H  1.720  -6.239  4.842  0.089
H  -0.608  -5.683  4.194  0.094
H  -1.124  -3.473  3.222  0.091
H  2.998  -2.376  3.515  0.099
H  3.515  -4.570  4.491  0.093
H  1.574  -0.347  4.930  0.103
H  3.452  1.137  5.497  0.092
H  4.760  2.229  3.693  0.091
H  4.138  1.832  1.324  0.109
H  2.291  0.333  0.760  0.091
H  2.769  -1.947  0.922  0.104
H  3.095  -2.599  -1.421  0.103
H  1.151  -2.688  -2.966  0.109
H  -1.126  -2.232  -2.080  0.132
O  2.200  2.372  -3.196  0.012
C  1.507  1.382  -2.959  -0.645
O  1.560  0.613  -1.944  -0.078
C  0.424  0.978  -3.967  -0.037
C  0.736  0.391  -5.148  0.044
C  -0.287  -0.044  -6.024  -0.171
C  -1.611  0.111  -5.695  0.051
C  -1.959  0.705  -4.495  -0.059
C  -0.970  1.193  -3.558  -0.292
O  -1.234  1.787  -2.491  -0.018
N  -3.388  0.808  -4.224  -0.353
O  -3.756  1.118  -3.111  0.072
O  -4.167  0.562  -5.145  0.008
N  0.055  -0.683  -7.269  -0.378
O  -0.842  -1.048  -8.023  0.015
O  1.243  -0.841  -7.532  0.019
H  1.770  0.251  -5.433  0.126
H  -2.382  -0.234  -6.365  0.120
O  0.667  7.285  0.283  0.076
C  -0.357  6.802  1.050  -0.496
O  -1.081  7.598  1.602  0.067
C  -0.478  5.334  1.116  -0.180
C  -1.714  4.765  1.436  -0.030
C  -1.907  3.402  1.428  -0.019
C  -0.851  2.504  1.100  -0.291
C  0.422  3.102  0.878  -0.012
C  0.587  4.466  0.851  -0.036
N  -0.981  1.157  0.954  -0.010
C  -2.202  0.705  0.520  -0.143
C  -2.592  -0.562  0.233  -0.194
C  -3.932  -0.790  -0.287  -0.059
C  -4.488  -2.006  -0.351  -0.115
C  -3.705  -3.160  0.081  -0.110
C  -2.416  -2.990  0.392  -0.123
N  -1.779  -1.745  0.427  -0.023
H  1.048  6.548  -0.217  0.089
H  -2.533  5.432  1.679  0.112
H  -2.881  3.003  1.677  0.098
H  1.269  2.457  0.672  0.093
H  1.582  4.854  0.653  0.113
H  -2.952  1.451  0.251  0.113
H  -4.471  0.085  -0.632  0.103
H  -5.489  -2.140  -0.740  0.084
H  -4.132  -4.153  0.111  0.080
H  -1.764  -3.823  0.632  0.115

***

Density functional theory data (wB97M-V/def2-TZVPD) for an isolated ion of composition CH7BrN3 and charge +1.

* HOMO: -13.992 eV
* energy above the lowest of the compared OMol25 structures with the same formula, charge and spin: 29.6 kcal/mol
* net charge: +1
* maximum force: 4.1 eV/A
* SMILES string: N[C@@H]([NH3+])NBr

Last column: Löwdin charge in e.
CARTESIAN COORDINATES (ANGSTROEM)
C  0.488  0.229  -0.091  -0.442
N  0.298  1.226  0.888  0.106
N  -0.112  0.625  -1.314  -0.471
N  -0.274  -1.190  0.456  0.200
Br  0.084  -0.472  -2.807  0.753
H  1.521  -0.070  -0.093  0.146
H  -0.583  1.609  0.930  0.069
H  1.128  1.455  1.434  0.126
H  -1.167  0.848  -1.175  0.123
H  -0.510  -1.703  -0.385  0.088
H  -1.142  -0.948  0.914  0.131
H  0.268  -1.609  1.245  0.171